Entry from OMol25: a 7-piece molecular cluster, C12H36BF4O6 overall at a distorted geometry (ωB97M-V with the def2-TZVPD basis set).

Cartesian coordinates (Å):
B (-0.7331, 0.7747, 0.1308)
F (-1.7777, 0.0742, -0.4884)
F (-0.8908, 0.7778, 1.5277)
F (0.5171, 0.1910, -0.2320)
F (-0.6625, 2.1086, -0.2910)
C (-1.4057, 3.0392, 4.0135)
C (-1.7493, 4.0497, 2.9251)
O (-2.3185, 3.4333, 1.7762)
H (-1.1768, 3.5966, 4.9256)
H (-0.5117, 2.4825, 3.7152)
H (-2.1743, 2.2830, 4.1597)
H (-0.8233, 4.5425, 2.6075)
H (-2.4820, 4.7631, 3.2983)
H (-1.8022, 2.6323, 1.6149)
C (-3.2011, 0.5304, -3.6989)
C (-3.1699, 1.9947, -3.2613)
O (-3.0898, 2.1211, -1.8626)
H (-3.9429, 0.0365, -3.0702)
H (-2.2149, 0.0672, -3.5896)
H (-3.4374, 0.3818, -4.7559)
H (-4.0840, 2.4765, -3.6273)
H (-2.3442, 2.5341, -3.7505)
H (-2.4957, 1.4125, -1.5697)
C (-2.7672, -4.3842, -2.3787)
C (-1.9026, -3.2764, -1.8245)
O (-2.5906, -2.7148, -0.6812)
H (-2.3512, -4.6864, -3.3453)
H (-3.7886, -4.0403, -2.5104)
H (-2.7125, -5.2543, -1.7247)
H (-1.8143, -2.4513, -2.5359)
H (-0.9224, -3.6608, -1.5340)
H (-2.1166, -1.8989, -0.4817)
C (2.2599, 1.4198, 2.9787)
C (2.1531, 2.6886, 2.1637)
O (2.4570, 2.4593, 0.7963)
H (2.0578, 1.6248, 4.0423)
H (3.2670, 1.0100, 2.9249)
H (1.4686, 0.7094, 2.7287)
H (2.8984, 3.4030, 2.5185)
H (1.1551, 3.1248, 2.2658)
H (1.7160, 1.9623, 0.4308)
C (3.1390, -1.7298, 1.0209)
C (2.6923, -2.0765, 2.4343)
O (3.8037, -2.4380, 3.2780)
H (3.4392, -2.5479, 0.3736)
H (3.9453, -0.9965, 1.1333)
H (2.3438, -1.1545, 0.5358)
H (1.9613, -2.8772, 2.5097)
H (2.2194, -1.1735, 2.8357)
H (4.3465, -1.6463, 3.3356)
C (3.1034, -1.9199, -2.5388)
C (1.5876, -1.9290, -2.3711)
O (0.9706, -0.7453, -2.7860)
H (3.6494, -1.4444, -1.7273)
H (3.4467, -1.5762, -3.5146)
H (3.4248, -2.9752, -2.5353)
H (1.3724, -2.1813, -1.3273)
H (1.1824, -2.7405, -2.9854)
H (0.8759, -0.1858, -2.0019)

Atoms 1-6, force components in eV/Å:
B 0.521 0.731 0.173
F 0.136 -0.096 -0.002
F 0.048 -0.286 -0.074
F -0.029 -0.306 0.270
F -0.176 -0.235 -0.088
C 0.558 0.151 -0.255

For the HOMO energy, the calculation gives -0.25431 Eh. The spin multiplicity is 1. As for the electronic energy: -36867.230 eV. The lowest unoccupied orbital energy comes out at 2.877 eV. Its total charge is -1. The value obtained for the HOMO-LUMO gap is 0.3600 Eh. The energy relative to the best compared isomer or geometry (same formula, charge and spin) comes out at 0.00 kJ/mol.

Entry from OMol25: a 7-piece molecular cluster, C12H36BF4O6S6 overall at a distorted geometry (ωB97M-V with the def2-TZVPD basis set).

Cartesian coordinates (Å):
B (0.3896, -1.1812, 0.8036)
F (-0.6025, -1.2698, -0.1889)
F (0.1198, 0.0065, 1.4337)
F (0.3220, -2.1274, 1.7490)
F (1.6777, -1.1832, 0.3456)
C (-4.4786, 2.6159, -3.4062)
S (-4.0572, 1.8764, -1.8304)
O (-5.3108, 0.9865, -1.5628)
C (-2.8285, 0.6472, -2.4179)
H (-5.4643, 3.0443, -3.2250)
H (-4.5893, 1.9478, -4.2603)
H (-3.6727, 3.3270, -3.5877)
H (-2.0018, 1.1199, -2.9482)
H (-3.3879, -0.0466, -3.0453)
H (-2.3457, 0.1307, -1.5882)
C (6.8866, -0.0757, -0.6690)
S (6.0654, 0.2914, 0.9205)
O (6.4521, 1.7111, 1.3819)
C (4.3482, 0.5412, 0.2374)
H (7.9741, -0.0927, -0.5961)
H (6.5893, 0.4623, -1.5691)
H (6.4732, -1.0719, -0.8268)
H (4.0058, -0.3279, -0.3243)
H (4.4821, 1.3250, -0.5081)
H (3.6391, 0.5318, 1.0652)
C (1.8220, 2.0833, -2.2007)
S (0.4717, 3.3534, -2.0969)
O (-0.5149, 3.0385, -3.2865)
C (-0.3590, 2.5932, -0.6037)
H (1.3495, 1.2039, -2.6382)
H (2.2501, 1.8750, -1.2202)
H (2.5992, 2.3869, -2.9021)
H (-0.7779, 1.6238, -0.8738)
H (-1.2869, 3.0623, -0.2767)
H (0.3951, 2.4017, 0.1597)
C (-0.4173, -4.9249, -0.9346)
S (-1.9822, -5.4141, -1.7999)
O (-3.0946, -5.2597, -0.7432)
C (-1.9794, -3.8192, -2.7893)
H (-0.7185, -3.9885, -0.4648)
H (0.3735, -4.7736, -1.6693)
H (-0.2821, -5.5353, -0.0417)
H (-1.8530, -3.0192, -2.0598)
H (-2.9530, -3.8396, -3.2788)
H (-1.1751, -3.8104, -3.5249)
C (-3.1986, -2.0347, 1.4986)
S (-3.5230, -0.2632, 1.1228)
O (-5.0553, -0.0423, 1.2393)
C (-2.7928, 0.3010, 2.6571)
H (-3.5563, -2.2496, 2.5056)
H (-2.1314, -2.1842, 1.3352)
H (-3.7650, -2.6535, 0.8026)
H (-3.1447, 1.3301, 2.7297)
H (-1.7081, 0.2180, 2.7261)
H (-3.2681, -0.1410, 3.5328)
C (1.8365, 2.9485, 3.4566)
S (2.8051, 1.6451, 4.4168)
O (2.1242, 1.7428, 5.7853)
C (2.0618, 0.0755, 3.7756)
H (1.6509, 2.5135, 2.4745)
H (2.5319, 3.7586, 3.2366)
H (0.8885, 3.2678, 3.8895)
H (2.2230, 0.0966, 2.6978)
H (0.9777, 0.1174, 3.8808)
H (2.4907, -0.8728, 4.0997)

Atoms 1-6, force components in eV/Å:
B -0.544 0.777 -0.245
F 0.087 -0.748 -0.818
F -0.111 2.404 0.767
F -0.719 -2.498 1.429
F 1.450 0.240 -1.426
C 0.438 0.353 -0.039

For the HOMO energy, the calculation gives -0.21525 Eh. The spin multiplicity is 1. As for the electronic energy: -101873.042 eV. The lowest unoccupied orbital energy comes out at 2.098 eV. Its total charge is -1. The value obtained for the HOMO-LUMO gap is 0.2923 Eh. The energy relative to the best compared isomer or geometry (same formula, charge and spin) comes out at 0.00 kJ/mol.

Entry from OMol25: C12H36BaO6 as an isolated structure (ωB97M-V with the def2-TZVPD basis set).

Cartesian coordinates (Å):
Ba (0.0384, 0.8339, 0.6733)
C (2.6211, 0.9455, -3.0138)
C (2.9984, 1.5974, -1.6997)
O (1.8518, 2.1757, -1.0301)
H (1.8242, 0.2159, -2.8349)
H (3.4769, 0.4063, -3.4137)
H (2.2558, 1.6916, -3.7173)
H (3.7584, 2.3709, -1.8364)
H (3.4408, 0.8830, -1.0080)
H (1.6783, 3.0266, -1.4474)
C (4.8239, -0.9710, 1.4292)
C (3.5046, -0.2861, 1.7638)
O (2.4728, -0.5892, 0.7986)
H (4.7868, -2.0372, 1.6659)
H (5.6330, -0.5484, 2.0207)
H (5.0551, -0.8568, 0.3691)
H (3.6313, 0.7992, 1.7757)
H (3.1618, -0.5761, 2.7619)
H (2.6473, -1.4622, 0.4342)
C (0.9915, -2.5823, 4.0713)
C (0.3590, -2.4877, 2.7042)
O (-0.2862, -1.2111, 2.4875)
H (0.2399, -2.6830, 4.8555)
H (1.5850, -1.6892, 4.2830)
H (1.6606, -3.4391, 4.1320)
H (-0.3771, -3.2826, 2.5553)
H (1.0975, -2.6216, 1.9151)
H (-0.7893, -1.0348, 3.2926)
C (-4.2571, 1.8884, 2.8087)
C (-3.6233, 1.8897, 1.4439)
O (-2.6947, 0.7824, 1.2755)
H (-3.5041, 1.9225, 3.5940)
H (-4.8927, 1.0096, 2.9347)
H (-4.9145, 2.7511, 2.9275)
H (-3.0427, 2.7983, 1.2794)
H (-4.3869, 1.8442, 0.6658)
H (-3.1896, -0.0383, 1.1778)
C (-0.5586, -1.8763, -3.2075)
C (-0.9433, -2.0262, -1.7574)
O (0.0601, -1.4613, -0.8519)
H (0.3087, -2.4902, -3.4577)
H (-0.3137, -0.8387, -3.4406)
H (-1.3808, -2.1987, -3.8459)
H (-1.0942, -3.0725, -1.4869)
H (-1.8703, -1.5049, -1.5275)
H (0.8265, -2.0406, -0.8952)
C (-3.4117, 2.3762, -2.5729)
C (-2.6184, 1.1247, -2.2859)
O (-1.3176, 1.4226, -1.7144)
H (-3.5192, 3.0020, -1.6849)
H (-4.4156, 2.1160, -2.9125)
H (-2.9509, 2.9656, -3.3664)
H (-2.4767, 0.5666, -3.2146)
H (-3.1133, 0.4860, -1.5604)
H (-0.8470, 2.0141, -2.3122)

Atoms 1-6, force components in eV/Å:
Ba -0.015 -0.461 -0.508
C -0.296 -0.077 0.569
C 0.592 -0.001 -0.126
O -0.261 -0.044 0.140
H 0.035 0.028 -0.074
H 0.039 0.138 -0.213

For the HOMO energy, the calculation gives -0.61935 Eh. The spin multiplicity is 1. As for the electronic energy: -25995.359 eV. The lowest unoccupied orbital energy comes out at -5.626 eV. Its total charge is +2. The value obtained for the HOMO-LUMO gap is 0.4126 Eh. The energy relative to the best compared isomer or geometry (same formula, charge and spin) comes out at 0.00 kJ/mol.